[1]
Below is an isolated molecule of C23H24N2O5S, with properties calculated with the ωB97M-V functional and the def2-TZVPD basis.

XYZ file:
```
55
Properties=species:S:1:pos:R:3:mulliken_charge:R:1
C 0.60174 2.68590 2.26235 -1.2489
C 1.99359 2.44542 1.69862 -0.6090
O 2.00044 1.21244 0.99397 0.1186
C 3.20282 0.60425 0.79559 0.3447
C 4.43379 1.24341 0.88307 -0.8729
C 5.60470 0.55103 0.62131 -0.6454
C 5.56872 -0.78514 0.27155 -1.0431
C 4.34976 -1.43588 0.18830 -0.0641
C 3.17082 -0.75408 0.43946 0.0870
N 1.90563 -1.38224 0.38347 0.1660
C 1.58186 -2.26031 -0.71652 -0.7334
C 0.24576 -1.84539 -1.35056 0.4614
O -0.49185 -2.64787 -1.88044 -0.6736
N 0.04382 -0.51081 -1.26394 0.0568
C -1.09405 0.23122 -1.59326 -0.0382
C -2.22083 -0.32518 -2.18243 -0.8890
C -3.32651 0.46035 -2.46034 -0.4243
C -3.32309 1.81680 -2.15731 0.8330
O -4.35784 2.67568 -2.38276 -0.4639
C -5.52313 2.17609 -2.99204 -0.8527
C -2.18470 2.37620 -1.57305 -0.7271
C -1.08657 1.59392 -1.29707 -0.2688
S 1.32789 -1.95725 1.87208 1.4705
O 1.73659 -3.32272 2.04594 -0.7491
O 1.69827 -1.00822 2.87621 -0.6944
C -0.43300 -1.90455 1.57088 -0.1417
C -1.05199 -0.67095 1.53324 -0.1019
C -2.40136 -0.60069 1.23333 -0.2733
C -3.10840 -1.76481 0.97352 -0.6348
C -2.47792 -2.99749 1.02310 -0.6191
C -1.12778 -3.07158 1.32498 -0.2356
H -0.14232 2.68850 1.46951 0.2061
H 0.57926 3.64758 2.76821 0.4529
H 0.36078 1.90522 2.97918 0.2900
H 2.71521 2.40418 2.52187 0.5671
H 2.27588 3.26024 1.01541 0.3516
H 4.49004 2.28896 1.14172 0.4438
H 6.54977 1.06773 0.69304 0.4181
H 6.48244 -1.32407 0.07524 0.3985
H 4.30465 -2.48589 -0.05827 0.5384
H 2.35555 -2.20385 -1.48789 0.5625
H 1.50469 -3.30005 -0.38138 0.2678
H 0.74573 -0.00506 -0.73140 0.1121
H -2.23275 -1.37589 -2.41756 0.5208
H -4.18584 -0.00421 -2.91675 0.4133
H -5.99927 1.40417 -2.37863 0.3336
H -6.19575 3.02749 -3.08356 0.2388
H -5.31476 1.77156 -3.98765 0.3374
H -2.18999 3.43089 -1.34740 0.4489
H -0.20669 2.03201 -0.84920 0.5635
H -0.46160 0.20767 1.72908 0.1984
H -2.89656 0.35739 1.18931 0.4784
H -4.15817 -1.70903 0.72752 0.4156
H -3.03266 -3.89971 0.81760 0.4165
H -0.60483 -4.01341 1.37072 0.4922
```

## Properties
Total energy (eV): -48293.1180
Total charge: 0
Energy above the lowest of the compared OMol25 structures with the same formula, charge and spin (kcal/mol): 41.1
HOMO energy (eV): -7.96
HOMO-LUMO gap (eV): 8.549
Largest force on an atom (Eh/bohr): 0.0179


[2]
Below is a structure of composition C23H24N4O4, with properties calculated with the ωB97M-V functional and the def2-TZVPD basis.

XYZ file:
```
55
Properties=species:S:1:pos:R:3:mulliken_charge:R:1
C 1.37742 1.41463 1.76579 -1.1436
N 1.22774 0.48761 0.60196 0.2417
C 0.02474 0.09687 0.21311 -0.3133
N 0.01316 -0.96458 -0.69951 -0.1524
C 1.30903 -1.24357 -1.07072 -1.6197
C 1.95046 -0.27276 -0.09790 0.2798
C 3.35116 -0.08345 0.05080 0.9427
C 3.94698 1.35123 -0.17523 -0.3392
C 5.28751 1.58691 -0.14036 -0.7151
C 6.20205 0.41818 -0.11811 1.2269
C 5.58453 -0.63112 -0.16908 0.3257
C 4.18990 -0.97243 -0.29472 -0.9884
H 3.92250 -2.25102 -0.35858 0.2486
O 6.69567 -1.64139 -0.20837 -0.4614
C 7.84926 -0.97956 -0.33609 -0.4939
O 7.46043 0.37379 0.01074 -0.4879
H 8.49765 -1.42076 0.71818 0.1688
H 8.40547 -1.19477 -1.04508 0.5080
H 5.84831 2.66636 -0.06273 0.2090
H 3.27248 2.22560 0.07571 0.3302
H 1.59044 -1.76762 -1.74098 0.8190
N -1.46348 0.51959 0.93783 0.0491
C -1.74540 1.84687 0.87729 -0.0840
O -1.06874 2.69784 0.68667 -0.4338
C -3.17122 2.11761 1.03387 0.2389
H -3.05350 2.64683 2.12239 0.2667
C -3.97396 2.43256 0.15586 -0.5038
C -4.42510 1.76643 -0.90574 0.3909
O -5.71785 1.32359 -0.93249 -0.6434
N -3.44161 0.96513 -1.50219 -0.0708
H -2.50317 1.36578 -1.46032 0.3174
C -3.75455 -0.11553 -2.61068 -1.1442
H -4.77241 -0.08613 -2.61487 0.5867
C -3.21690 -1.54883 -1.95471 -0.5754
C -3.75310 -1.81820 -0.55649 1.2926
C -5.01337 -1.37628 -0.17734 -0.7882
C -5.46608 -1.85739 0.89509 -0.1117
C -4.61161 -2.31960 2.28826 -1.0971
C -3.30171 -2.49826 1.69883 -0.0372
C -2.95832 -2.12070 0.49637 -0.3330
H -1.72980 -2.49976 0.29062 0.1794
H -2.72719 -2.85542 2.65326 0.1493
H -5.05316 -2.60160 3.05158 0.7553
H -6.58090 -1.85364 1.34670 0.1833
H -5.86717 -1.14457 -1.00990 0.0853
H -3.32201 -2.27738 -2.64332 0.6495
H -2.02035 -1.49452 -1.84411 -0.0340
H -3.10860 -0.02665 -3.40525 0.5017
H -3.34493 3.47693 -0.42409 0.2022
H -5.00268 3.15530 0.62963 0.0914
H -3.61190 1.06020 1.53474 0.0510
H -2.02684 -0.26551 0.75904 -0.0092
H 2.54472 1.36372 1.91483 0.5091
H 0.71723 1.10666 2.60679 0.3104
H 1.26187 2.37533 1.48012 0.4700
```

## Properties
Total energy (eV): -38369.1157
Total charge: 0
Energy above the lowest of the compared OMol25 structures with the same formula, charge and spin (kcal/mol): 572.8
HOMO energy (eV): -7.84
HOMO-LUMO gap (eV): 8.310
Largest force on an atom (Eh/bohr): 0.3865


[3]
Below is an isolated molecule of C23H24N4O5S, with properties calculated with the ωB97M-V functional and the def2-TZVPD basis.

XYZ file:
```
57
Properties=species:S:1:pos:R:3:mulliken_charge:R:1
C -6.13500 -3.41455 1.55202 -0.7897
O -6.87002 -2.51724 0.75498 -0.4628
C -6.22498 -1.43378 0.24341 0.3061
C -6.98217 -0.58713 -0.56279 -0.8034
C -6.42745 0.53492 -1.14458 -0.7535
C -5.08881 0.84786 -0.93695 0.5530
O -4.42383 1.90920 -1.47279 -0.3557
C -5.15959 2.83770 -2.23139 -0.9802
C -4.34276 0.00598 -0.10841 -1.0506
N -2.96539 0.32467 0.11236 0.4334
C -2.68785 1.38948 0.92077 0.1988
S -3.83629 2.17956 1.79359 -0.3710
N -1.38632 1.76909 1.02298 -0.0678
C -0.35056 1.14420 0.37491 0.2919
C 0.96343 1.58713 0.50829 -0.6937
C 1.98505 0.92420 -0.14951 0.5947
C 3.36989 1.49925 -0.05947 0.0274
O 3.66672 2.50175 -0.68515 -0.6741
N 4.22645 0.88785 0.78282 0.1672
C 3.96511 -0.33977 1.50043 -0.6363
C 5.25072 -1.17268 1.61463 -1.2711
C 6.16536 -0.96905 0.40300 0.2654
C 5.49136 -1.46087 -0.87837 0.2187
N 6.28584 -1.40229 -1.97102 -0.3611
O 4.36351 -1.89564 -0.93422 -0.6556
C 6.58992 0.51102 0.29154 -0.8313
C 5.55610 1.42035 0.96607 -1.0368
C 1.70457 -0.18041 -0.95669 -0.1589
C 0.40485 -0.61942 -1.08942 -1.1561
C -0.63450 0.03283 -0.42797 0.1277
C -2.01960 -0.42327 -0.59005 0.9140
O -2.35716 -1.36839 -1.26605 -0.6364
C -4.88933 -1.12278 0.47196 0.4925
H -6.83224 -4.20560 1.82369 0.2371
H -5.29457 -3.84585 0.99899 0.3332
H -5.76421 -2.93185 2.46216 0.3096
H -8.01957 -0.83021 -0.72778 0.4472
H -7.04697 1.16098 -1.76583 0.4028
H -5.96405 3.28559 -1.64021 0.3937
H -5.57663 2.37808 -3.13313 0.3496
H -4.44824 3.61104 -2.51713 0.2486
H -1.20341 2.57105 1.61198 0.3066
H 1.17951 2.45322 1.11649 0.4274
H 3.58460 -0.11092 2.50589 0.3425
H 3.20667 -0.90920 0.96470 0.4618
H 4.97832 -2.22504 1.69179 0.4068
H 5.80436 -0.89872 2.51435 0.4094
H 7.05897 -1.58981 0.53326 0.4960
H 7.23541 -1.07885 -1.93598 0.2121
H 5.91390 -1.70794 -2.85497 0.2658
H 6.67862 0.79639 -0.75723 0.4094
H 7.56030 0.66356 0.76630 0.3569
H 5.75203 1.49862 2.04021 0.3831
H 5.57928 2.41924 0.52710 0.4765
H 2.50670 -0.69616 -1.45999 0.4898
H 0.16012 -1.47092 -1.70520 0.5210
H -4.25617 -1.73650 1.09164 0.4686
```

## Properties
Total energy (eV): -51275.3836
Total charge: 0
Energy above the lowest of the compared OMol25 structures with the same formula, charge and spin (kcal/mol): 0.0
HOMO energy (eV): -7.72
HOMO-LUMO gap (eV): 8.090
Largest force on an atom (Eh/bohr): 0.0164


[4]
Below is a structure of composition C23H25ClDyN2OPS, with properties calculated with the ωB97M-V functional and the def2-TZVPD basis.

XYZ file:
```
55
Properties=species:S:1:pos:R:3:mulliken_spin:R:1
Dy 0.68516 0.04766 1.84328 4.9538
Cl 2.66171 1.35053 1.22209 0.0027
C -1.60679 -0.51316 1.21680 -0.0168
O -2.73293 -0.68529 1.00619 0.0010
P 0.06201 -0.12502 -1.12771 0.0286
C 1.10711 -1.44026 -1.88225 -0.0031
C -1.51366 -0.49589 -1.97601 -0.0026
C 0.62704 1.36865 -2.03825 -0.0006
C -2.13727 0.40039 -2.85946 0.0001
C -3.36959 0.06531 -3.43666 0.0003
C -3.98444 -1.15458 -3.13668 -0.0005
C -3.34959 -2.05731 -2.27010 0.0004
C -2.12121 -1.73160 -1.69728 -0.0010
H -1.66397 1.35503 -3.09967 0.0000
H -3.84199 0.76767 -4.12841 0.0000
H -4.95156 -1.41065 -3.57955 0.0000
H -3.81281 -3.01703 -2.03251 0.0000
H -1.62213 -2.44260 -1.03310 0.0006
C 2.28632 -1.79804 -1.20217 -0.0081
C 3.07245 -2.84308 -1.68374 -0.0001
C 2.74856 -3.47604 -2.89117 -0.0001
C 1.62542 -3.06203 -3.61500 -0.0004
C 0.79922 -2.05151 -3.10888 0.0010
H 2.59206 -1.24567 -0.30335 0.0087
H 3.94807 -3.15263 -1.11088 0.0000
H 3.38022 -4.28052 -3.26999 0.0000
H 1.38014 -3.52533 -4.57255 0.0000
H -0.08220 -1.74532 -3.67772 -0.0003
C 1.40732 1.29220 -3.19968 -0.0002
C 1.77888 2.46137 -3.86772 -0.0001
C 1.39528 3.70761 -3.36685 0.0005
C 0.62379 3.78397 -2.19891 0.0008
C 0.23333 2.62283 -1.53526 -0.0002
H 1.72150 0.32238 -3.58474 0.0001
H 2.36532 2.38665 -4.78350 0.0000
H 1.69005 4.61952 -3.88634 0.0000
H 0.31458 4.75083 -1.80199 0.0000
H -0.36800 2.67791 -0.62091 0.0017
H 4.82729 -1.01081 1.33466 0.0001
H 4.74432 -0.30191 1.09084 -0.0001
S -0.72914 2.15334 2.46463 -0.0094
C -0.65507 1.45160 4.03551 0.0125
N 0.30850 0.43652 4.27799 0.0308
C 0.22408 -0.42189 5.54091 -0.0005
C -1.13345 -0.29490 6.18946 0.0009
C -1.57340 1.14561 6.32237 -0.0009
N -1.49191 1.79999 5.00227 -0.0018
H 1.24958 0.88584 4.24939 0.0044
H 1.02744 -0.08886 6.20511 0.0002
H 0.41346 -1.45331 5.22862 -0.0017
H -1.11182 -0.72926 7.19628 -0.0001
H -1.87412 -0.86727 5.61984 0.0002
H -0.94378 1.68477 7.04485 0.0000
H -2.61252 1.22343 6.65309 0.0001
H -2.01685 2.66018 4.83479 -0.0012
```

## Properties
Total energy (eV): -86000.9173
Total charge: +2
Energy above the lowest of the compared OMol25 structures with the same formula, charge and spin (kcal/mol): 0.0
2S+1: 6
HOMO energy (alpha / beta) (eV): -13.91 / -13.90
⟨S²⟩: 9.34
HOMO-LUMO gap (alpha / beta) (eV): 6.471 / 6.564
Largest force on an atom (Eh/bohr): 0.1108